{
  "formula": "C23H30N5O3SSiV",
  "method": "the ωB97M-V functional and the def2-TZVPD basis",
  "elements": ["O", "H", "H", "C", "C", "H", "H", "N", "C", "C", "C", "N", "H", "C", "H", "C", "N", "H", "N", "C", "H", "O", "H", "S", "C", "C", "C", "H", "H", "H", "H", "C", "H", "C", "Si", "H", "C", "H", "H", "C", "C", "H", "C", "V", "C", "H", "H", "C", "C", "H", "H", "C", "H", "H", "H", "C", "H", "H", "O", "N", "H", "H", "C", "H"],
  "xyz": [[2.2819, -0.3330, 0.2702], [3.9693, 0.0977, -2.2924], [1.8183, -5.6559, 0.8484], [0.4052, -2.3807, 3.0196], [1.1134, -0.0616, 3.0505], [-2.7732, -2.6344, -2.1685], [-3.1318, 1.4231, -3.9287], [-1.9840, -2.1059, -1.8489], [2.1410, -5.1822, -1.2413], [-1.7529, 0.2237, -5.0511], [-0.7886, -2.6872, -1.6124], [0.6419, 1.5338, 1.3237], [-2.3126, 2.6812, -1.7832], [0.9898, 1.2771, 2.5302], [5.2910, 1.9981, 0.3785], [0.0668, 2.8311, 0.9762], [0.2559, -2.0492, -1.1598], [-1.8981, 3.4030, 0.2256], [-1.2633, 1.4962, -0.4757], [-0.4937, -0.3761, -5.0655], [2.2005, -1.6898, 5.8225], [-0.1860, -0.9593, 1.2325], [4.4273, -2.1306, 1.3852], [-0.5062, -4.3638, -1.8790], [1.1254, -4.0879, -1.3405], [-2.1654, 0.9331, -3.9398], [4.4650, -0.5316, -1.5482], [4.4847, -0.7329, 2.4625], [3.9097, 2.0693, 1.4647], [3.0986, -4.6882, -1.0760], [1.0224, -3.5443, 4.6929], [0.3618, -0.2775, -3.9806], [5.8338, -1.0621, 1.3747], [1.8380, -6.1670, -0.1150], [3.9260, -0.0523, 0.1593], [5.5434, -0.4061, -1.6724], [-1.3386, 1.0095, -2.8156], [2.6027, -6.9413, -0.0729], [0.1135, 3.5166, 1.8238], [1.7133, -1.5212, 4.8728], [-1.3738, 2.5095, 0.5719], [-2.0975, -1.1197, -1.6957], [-1.7011, 1.7871, -1.6361], [0.5850, 0.0416, -0.0688], [4.2277, 1.7598, 0.4659], [2.2023, 0.5620, 4.7964], [0.8742, -6.6593, -0.2543], [1.0461, -2.5662, 4.2293], [-0.0726, 0.4128, -2.8578], [2.2101, -5.7046, -2.1980], [-0.1726, -0.9204, -5.9443], [4.7452, -1.0884, 1.4619], [3.6985, 2.3765, -0.2662], [1.3455, -0.7257, -3.9790], [0.6096, 3.2586, 0.1318], [0.4572, -1.1289, 2.4145], [1.1178, 2.1079, 3.2259], [4.2139, -1.5712, -1.7668], [0.7421, 0.5447, -1.7876], [1.3563, -2.8728, -0.9991], [-0.1198, -3.1831, 2.5210], [-2.3985, 0.1467, -5.9149], [1.7221, -0.2709, 4.2970], [-1.9051, 2.0894, 1.4274]],
  "charge": 1,
  "largest_force_ev_per_a": 0.89,
  "homo_ev": [-11.42, -11.45],
  "homo_lumo_gap_ev": [7.9591, 8.3591],
  "spin_multiplicity": 2,
  "e_lumo_ev": [-3.5, -3.1]
}

***

{
  "formula": "C23H30N5O4PdS3Se",
  "method": "the ωB97M-V functional and the def2-TZVPD basis",
  "elements": ["H", "C", "C", "H", "C", "C", "H", "Se", "C", "H", "H", "H", "C", "H", "H", "N", "C", "C", "C", "H", "S", "H", "H", "Pd", "H", "H", "H", "H", "H", "N", "C", "H", "N", "H", "O", "N", "O", "S", "O", "C", "H", "H", "S", "H", "C", "C", "C", "H", "H", "H", "C", "O", "H", "H", "C", "H", "H", "C", "C", "C", "H", "C", "C", "C", "C", "H", "N"],
  "xyz": [[-1.3978, 1.9532, -4.4491], [-3.1951, -4.9909, -4.3259], [4.7990, 5.7394, 1.2709], [-2.7741, -2.5530, -3.3930], [-1.2507, 0.2640, -3.0509], [6.3365, -2.6690, 3.0653], [-3.6230, -3.2114, -2.0370], [-2.6440, -2.4502, 1.3445], [-2.2179, -1.1213, 0.1327], [-2.1016, 2.9939, -0.4088], [4.9148, 5.0658, 2.1829], [-5.2146, -0.4439, -0.7748], [-1.9666, 0.8590, -0.8271], [-1.2186, -4.5667, -3.4254], [7.0173, -3.5102, 3.4005], [-1.6797, -1.3476, -1.0771], [-3.0136, 0.8292, 1.4670], [-1.9984, 2.1822, -1.1477], [-2.3018, -4.5919, -3.1179], [-3.1394, -6.0849, -4.4485], [3.9021, 2.0057, -0.3660], [-2.3333, -5.3406, -2.2877], [-4.2431, -4.7226, -4.2085], [3.3974, 0.8653, 1.8992], [-2.3713, 1.6870, 1.8406], [4.5744, -3.6449, 4.1109], [-4.2361, 2.1394, 0.2064], [-3.0866, 0.0786, 2.2437], [-6.5463, 1.3364, 1.3385], [-2.4374, 0.2102, 0.3278], [4.9482, -2.8360, 3.4136], [-6.8445, -0.2193, -0.5516], [4.5837, -0.7465, 2.3372], [-5.4746, -0.1090, 1.7184], [0.6693, 2.3624, 0.3287], [5.2738, 1.6603, 1.7828], [2.4565, 2.6922, 1.9352], [1.0485, 1.9913, 1.6718], [1.4046, 0.5514, 1.8822], [-2.6349, -3.2193, -2.5356], [-1.1011, -0.5090, -3.8005], [3.0174, -1.6803, 3.2481], [4.4935, 4.8785, -0.2499], [-0.5070, -2.7608, -2.1643], [4.0966, -1.8049, 3.0421], [-1.8634, 2.5563, -2.4813], [6.2461, 0.8362, 2.0618], [-2.0527, 3.5371, -2.7456], [3.8615, 6.3624, 1.4665], [7.7666, -1.6801, 1.8305], [-5.9349, 0.3111, -0.3993], [-0.0026, 2.3943, 2.6605], [-2.7820, -4.5407, -5.2797], [-5.9343, 1.1996, -1.0975], [-1.4656, -2.7306, -1.6435], [5.6281, 6.4533, 1.1106], [7.2311, 1.2024, 2.3382], [-1.4824, 1.6063, -3.4184], [-4.3395, 1.5862, 1.1496], [5.9032, -0.5327, 2.2306], [-1.4606, -3.3803, -0.7631], [-5.6237, 0.7276, 1.0211], [-1.5801, -0.0855, -1.7443], [4.7839, 3.2829, 0.4125], [6.7761, -1.6672, 2.2716], [-4.5302, 2.3582, 1.9220], [5.4750, 2.9921, 1.5533]],
  "charge": -1,
  "largest_force_ev_per_a": 4.59,
  "homo_ev": [-3.47, -5.03],
  "homo_lumo_gap_ev": [5.9911, 5.9220],
  "spin_multiplicity": 3,
  "relative_energy_kcal_mol": 0.0,
  "e_lumo_ev": [2.5, 0.9]
}